Molecular formula: C26H40FeN2O8P4S
Method: DFT, ωB97M-V/def2-TZVPD

Cartesian coordinates (Å):
Fe -0.895 -0.295 -1.461
C -0.672 0.952 2.775
P -1.073 -0.680 2.112
C 0.543 -1.556 2.247
N 0.741 -2.180 3.374
C 1.982 -2.649 3.644
C 2.231 -3.344 4.850
C 3.500 -3.754 5.131
C 4.566 -3.494 4.232
C 4.347 -2.832 3.061
C 3.039 -2.400 2.743
N 2.805 -1.768 1.569
C 1.587 -1.396 1.276
P 1.368 -0.593 -0.385
C 2.466 0.847 -0.178
C 2.221 -1.720 -1.637
C 3.388 -2.558 -1.120
C 2.736 -0.829 -2.774
C 1.125 -2.654 -2.168
C -2.347 -1.489 3.197
C -2.008 -1.239 4.673
C -2.375 -2.985 2.868
C -3.696 -0.848 2.875
H -0.118 0.841 3.707
H -1.595 1.509 2.935
H -0.077 1.497 2.043
H 1.405 -3.528 5.525
H 3.703 -4.283 6.053
H 5.563 -3.829 4.484
H 5.145 -2.636 2.356
H 3.489 0.508 -0.015
H 2.141 1.427 0.685
H 2.410 1.479 -1.063
H 4.157 -1.952 -0.643
H 3.837 -3.059 -1.983
H 3.071 -3.326 -0.415
H 3.619 -0.263 -2.469
H 1.979 -0.132 -3.132
H 3.027 -1.472 -3.608
H 0.636 -3.217 -1.371
H 1.562 -3.369 -2.870
H 0.349 -2.108 -2.719
H -1.047 -1.662 4.955
H -2.789 -1.724 5.264
H -2.026 -0.177 4.922
H -1.456 -3.480 3.180
H -2.526 -3.161 1.801
H -3.206 -3.442 3.408
H -3.703 0.228 3.050
H -4.444 -1.300 3.529
H -4.002 -1.030 1.848
O -4.014 -2.960 -1.737
P -3.039 -1.743 -1.555
O -2.626 -1.041 -2.835
O -1.821 -2.146 -0.767
O -3.918 -0.675 -0.708
P -3.342 0.827 -0.381
O -3.048 1.372 -1.871
O -4.284 1.652 0.359
O -1.916 0.581 0.190
H -4.831 -2.754 -2.207
H -3.165 0.649 -2.524
C 0.122 7.478 -2.177
C 0.026 6.060 -2.664
C 1.085 5.464 -3.342
C 0.985 4.163 -3.808
C -0.188 3.450 -3.597
C -1.259 4.020 -2.916
C -1.141 5.319 -2.458
S -0.164 1.775 -4.144
C -1.803 1.590 -4.815
O -0.106 0.910 -2.886
H 1.159 7.784 -2.050
H -0.397 7.603 -1.228
H -0.340 8.157 -2.896
H 1.999 6.022 -3.509
H 1.812 3.706 -4.340
H -2.164 3.462 -2.711
H -1.971 5.768 -1.926
H -2.545 1.910 -4.091
H -1.924 0.532 -5.045
H -1.862 2.192 -5.722

Output
Charge: +1
Multiplicity: 6
ΔE to the lowest compared entry with this formula, charge and spin in kcal/mol: 0.0
Gap between HOMO and LUMO (spin up / spin down) in eV: 7.837 / 7.425
HOMO level (spin up / spin down) in hartree: -0.4106 / -0.4332
Expectation value of S²: 8.76

Molecular formula: C11H20Cl33NNbOP2
Method: DFT, ωB97M-V/def2-TZVPD

Cartesian coordinates (Å):
N 4.322 1.611 3.132
P 4.305 0.618 1.857
Nb 2.122 -0.758 2.100
P 0.907 1.548 2.051
O -0.623 1.439 2.257
H 5.191 1.455 3.646
H 5.454 -0.240 1.766
H 4.204 1.417 0.664
H 2.150 -0.652 3.926
H 0.531 -1.649 2.172
H 2.058 -0.917 0.290
H 3.052 -2.318 2.284
H 1.256 2.226 0.824
H 1.542 2.348 3.070
C -1.026 -4.450 2.866
Cl 0.293 -4.231 4.023
Cl -2.293 -3.245 3.132
Cl -0.430 -4.370 1.204
H -1.455 -5.433 3.023
C -2.864 2.342 2.524
Cl -3.824 0.859 2.561
Cl -3.174 3.244 1.034
Cl -3.207 3.344 3.941
H -1.811 2.064 2.543
C 1.374 0.932 -2.829
Cl 1.849 -0.328 -3.980
Cl 0.092 0.344 -1.767
Cl 2.767 1.476 -1.890
H 0.996 1.772 -3.385
C -5.195 -1.080 -0.723
Cl -5.131 -1.461 -2.448
Cl -6.836 -1.258 -0.082
Cl -4.071 -2.127 0.154
H -4.890 -0.047 -0.591
C -0.820 -3.008 -3.314
Cl -2.204 -2.388 -2.410
Cl -0.245 -4.526 -2.613
Cl -1.238 -3.230 -5.020
H -0.018 -2.279 -3.252
C 3.011 3.604 -5.666
Cl 3.336 3.128 -7.339
Cl 1.284 3.467 -5.326
Cl 4.000 2.660 -4.530
H 3.285 4.650 -5.555
C 1.102 7.357 -7.218
Cl -0.304 6.940 -6.234
Cl 2.571 6.640 -6.541
Cl 0.871 6.835 -8.890
H 1.216 8.435 -7.210
C 6.852 0.130 -5.722
Cl 5.623 1.111 -6.526
Cl 8.114 -0.357 -6.864
Cl 7.553 1.010 -4.358
H 6.375 -0.765 -5.340
C -10.153 -1.630 -1.884
Cl -11.576 -2.220 -1.017
Cl -9.709 -2.744 -3.182
Cl -10.442 -0.009 -2.525
H -9.325 -1.577 -1.185
C 0.531 -0.417 6.726
Cl -0.206 -2.026 6.754
Cl 0.326 0.328 5.146
Cl -0.159 0.603 8.000
H 1.594 -0.526 6.916
C 0.184 -4.644 9.307
Cl 0.663 -5.894 8.154
Cl -1.108 -5.231 10.363
Cl 1.573 -4.109 10.260
H -0.192 -3.794 8.749

Output
Charge: -1
Gap between HOMO and LUMO in eV: 5.984
HOMO level in hartree: -0.1878

Molecular formula: C37H36GeLiN7O3S3
Method: DFT, ωB97M-V/def2-TZVPD

Cartesian coordinates (Å):
Li 0.776 2.271 -0.077
N -0.865 -2.239 5.373
C -0.390 -1.082 4.727
C 0.750 -0.428 5.197
C 1.229 0.698 4.554
C 0.572 1.179 3.427
C -0.589 0.562 2.984
C -1.075 -0.555 3.639
S 1.202 2.584 2.555
O 0.074 3.105 1.779
O 1.795 3.463 3.532
N 2.179 2.085 1.400
C 3.304 1.381 1.609
N 3.932 0.966 0.476
C 4.981 0.187 0.626
C 5.476 -0.208 1.865
C 4.795 0.302 2.956
N 3.736 1.087 2.856
H -0.109 -2.780 5.767
H -1.386 -2.825 4.735
H 1.269 -0.820 6.066
H 2.115 1.207 4.902
H -1.115 0.950 2.123
H -1.987 -1.024 3.289
H 5.456 -0.153 -0.292
H 6.329 -0.863 1.967
H 5.114 0.065 3.969
O 0.446 3.292 -1.601
N 0.371 2.960 -2.868
C 0.919 1.781 -3.244
C 0.875 1.314 -4.529
C 0.245 2.111 -5.489
C -0.292 3.313 -5.107
C -0.254 3.794 -3.774
S -0.942 5.274 -3.309
H 1.373 1.235 -2.433
H 1.318 0.353 -4.751
H 0.179 1.788 -6.521
H -0.787 3.957 -5.820
C 1.128 -3.874 2.910
C 1.913 -2.745 2.720
C 1.573 -1.818 1.743
C 0.455 -1.982 0.923
C -0.316 -3.128 1.129
C 0.008 -4.061 2.109
Ge 0.129 -0.576 -0.503
C -1.711 -1.150 -1.116
C -2.749 -1.288 -0.188
C -4.051 -1.590 -0.572
C -4.362 -1.741 -1.916
C -3.362 -1.563 -2.865
C -2.063 -1.268 -2.466
C 1.258 -1.569 -1.878
C 0.871 -2.741 -2.532
C 1.716 -3.402 -3.416
C 2.990 -2.907 -3.667
C 3.406 -1.755 -3.016
C 2.549 -1.101 -2.137
H 1.385 -4.603 3.672
H 2.787 -2.574 3.340
H 2.193 -0.937 1.624
H -1.190 -3.304 0.510
H -0.612 -4.943 2.240
H -2.547 -1.140 0.870
H -4.819 -1.690 0.188
H -5.375 -1.977 -2.224
H -3.594 -1.650 -3.921
H -1.305 -1.124 -3.229
H -0.114 -3.156 -2.344
H 1.380 -4.310 -3.907
H 3.650 -3.418 -4.359
H 4.400 -1.359 -3.196
H 2.904 -0.207 -1.628
S -4.319 1.218 2.467
C -3.857 1.969 1.016
N -2.874 2.866 0.953
C -2.484 3.521 -0.290
C -2.581 2.518 -1.422
C -3.992 1.966 -1.480
N -4.500 1.679 -0.135
H -2.312 3.000 1.780
H -1.470 3.895 -0.194
H -3.143 4.375 -0.486
H -1.862 1.714 -1.247
H -2.333 3.008 -2.362
H -4.022 1.039 -2.055
H -4.657 2.691 -1.964
H -5.134 0.905 -0.035

Output
Charge: -2
ΔE to the lowest compared entry with this formula, charge and spin in kcal/mol: 0.0
Gap between HOMO and LUMO in eV: 6.396
HOMO level in hartree: -0.0754

Molecular formula: C5H11O2
Method: DFT, ωB97M-V/def2-TZVPD

Cartesian coordinates (Å):
C -0.624 0.608 1.608
C -1.869 -0.273 1.406
C 0.557 -0.214 2.185
O 1.481 -0.472 1.376
O 0.443 -0.569 3.375
H -0.347 1.110 0.675
H -0.855 1.421 2.305
H -2.524 -0.252 2.275
H -1.524 -1.295 1.219
H -2.432 0.062 0.530
C 1.698 -0.100 -1.881
C 0.258 0.108 -2.371
H 2.379 0.730 -2.055
H 1.688 -0.321 -0.817
H 2.105 -0.994 -2.372
H 0.005 1.131 -2.640
H -0.433 -0.179 -1.577
H -0.004 -0.501 -3.241

Output
Charge: -1
ΔE to the lowest compared entry with this formula, charge and spin in kcal/mol: 6.2
Gap between HOMO and LUMO in eV: 7.903
HOMO level in hartree: -0.1466

Molecular formula: C12H26BF4N4OP
Method: DFT, ωB97M-V/def2-TZVPD

Cartesian coordinates (Å):
C -0.660 2.828 2.247
C -0.871 2.885 1.062
C -1.048 2.791 -0.379
N -0.928 1.417 -0.914
C 0.376 1.018 -1.035
N 1.397 1.619 -0.290
N 0.774 0.095 -1.840
C -0.148 -0.669 -2.698
N -0.512 -1.896 -1.993
C 2.199 -0.265 -1.949
C 2.768 -1.016 -0.716
C 3.773 -2.081 -1.184
O 1.772 -1.551 0.117
P -1.916 0.170 -0.093
C -1.013 -0.358 1.400
C -1.364 -1.816 1.725
C -3.601 0.812 0.251
C -4.112 1.560 -1.013
H -0.374 2.742 3.250
H -1.992 3.239 -0.646
H -0.287 3.406 -0.843
H 1.509 2.592 -0.536
H 1.191 1.518 0.699
H 0.351 -0.921 -3.619
H -1.048 -0.108 -2.883
H 0.083 -2.666 -2.273
H -1.457 -2.144 -2.251
H 2.754 0.645 -2.098
H 2.308 -0.822 -2.864
H 3.349 -0.301 -0.154
H 3.771 -2.195 -2.260
H 4.768 -1.806 -0.868
H 3.566 -3.020 -0.698
H 1.877 -1.150 0.987
H -1.362 0.241 2.229
H 0.052 -0.265 1.281
H -2.102 -2.219 1.032
H -1.805 -1.884 2.704
H -0.473 -2.408 1.621
H -4.253 -0.030 0.386
H -3.657 1.508 1.082
H -4.092 2.629 -0.839
H -5.134 1.303 -1.237
H -3.470 1.363 -1.861
B 1.815 -0.964 3.614
F 1.425 -0.037 2.583
F 1.766 -0.333 4.854
F 0.920 -2.046 3.573
F 3.112 -1.410 3.339

Output
Charge: 0
ΔE to the lowest compared entry with this formula, charge and spin in kcal/mol: 20.5
Gap between HOMO and LUMO in eV: 7.821
HOMO level in hartree: -0.3007

Molecular formula: CH13O5S
Method: DFT, ωB97M-V/def2-TZVPD

Cartesian coordinates (Å):
C 2.034 -0.203 0.334
S 1.294 -0.132 -1.350
H 2.862 -0.944 0.266
H 2.288 0.891 0.617
H 1.320 -0.603 1.061
H 0.468 -3.945 0.096
H 1.230 -2.599 -0.555
O 1.140 -3.166 0.281
H 0.718 3.842 2.364
H -0.407 3.684 3.284
O 0.450 4.078 3.248
H -1.313 -0.451 1.073
H -0.551 0.039 -0.298
O -1.281 0.270 0.454
H -2.559 2.640 -1.240
H -2.648 1.981 -0.038
O -3.299 2.277 -0.707
H 0.019 -2.036 -2.729
H -0.998 -2.953 -3.530
O -0.768 -2.668 -2.633

Output
Charge: 0
Multiplicity: 2
ΔE to the lowest compared entry with this formula, charge and spin in kcal/mol: 30.1
Gap between HOMO and LUMO (spin up / spin down) in eV: 10.706 / 6.868
HOMO level (spin up / spin down) in hartree: -0.3867 / -0.3726
Expectation value of S²: 0.75

Molecular formula: C20H15N5O12SW
Method: DFT, ωB97M-V/def2-TZVPD

Cartesian coordinates (Å):
W 0.415 -0.073 0.611
O -3.912 3.033 2.635
C -2.670 2.698 2.179
O -2.466 2.424 1.036
C -1.659 2.742 3.311
O -0.415 2.221 3.009
C 0.513 3.088 2.373
C 0.483 3.056 0.847
O 0.596 4.093 0.224
O 0.349 1.889 0.289
H -4.494 2.954 1.865
H -2.071 2.147 4.130
H -1.612 3.786 3.658
H 1.501 2.757 2.699
H 0.353 4.125 2.686
O 4.127 0.089 -1.662
C 3.588 -0.079 -2.870
C 4.515 -0.084 -3.928
C 4.119 -0.255 -5.236
C 2.773 -0.432 -5.549
C 1.854 -0.440 -4.520
C 2.231 -0.273 -3.186
C 1.178 -0.297 -2.150
O 1.565 -0.610 -0.928
N -0.045 -0.033 -2.448
N -0.873 -0.010 -1.312
C -1.315 -1.168 -0.904
C -2.456 -1.257 0.044
C -3.658 -1.810 -0.377
C -4.767 -1.821 0.455
C -4.659 -1.273 1.731
C -3.462 -0.745 2.178
C -2.335 -0.750 1.347
O -1.170 -0.312 1.790
H 3.529 0.153 -0.872
H 5.556 0.055 -3.668
H 4.866 -0.255 -6.023
H 2.453 -0.565 -6.574
H 0.799 -0.573 -4.721
H -1.017 -2.085 -1.417
H -3.725 -2.224 -1.377
H -5.700 -2.253 0.117
H -5.519 -1.274 2.391
H -3.357 -0.346 3.179
N 0.615 -2.188 1.010
C 0.671 -3.345 1.111
N 0.838 -4.612 1.201
C -0.084 -5.503 0.925
N -0.822 -6.372 0.700
O 3.119 1.028 0.664
S 3.062 0.399 2.005
O 3.643 -0.921 2.037
O 1.479 0.210 2.220
O 3.475 1.293 3.067

Output
Charge: -2
Multiplicity: 3
ΔE to the lowest compared entry with this formula, charge and spin in kcal/mol: 0.0
Gap between HOMO and LUMO (spin up / spin down) in eV: 6.387 / 7.816
HOMO level (spin up / spin down) in hartree: -0.0822 / -0.1347
Expectation value of S²: 2.01